1.
H13O6 | ωB97M-V/def2-TZVPD

Last column: Mulliken charge in e.
Geometry (Å):
1 O 0.21 -0.85 -2.45  -0.636
2 H -0.40 -1.05 -3.16  0.316
3 H 1.05 -1.04 -2.89  0.313
4 O 1.01 2.57 -1.60  -0.650
5 H 0.88 3.48 -1.87  0.316
6 H 1.91 2.39 -1.75  0.317
7 O -0.87 2.01 0.19  -0.589
8 H -0.04 2.16 -0.32  0.424
9 H -0.89 2.59 0.96  0.386
10 O -2.27 -2.08 1.99  -0.674
11 H -2.73 -2.90 2.13  0.319
12 H -2.58 -1.57 2.76  0.335
13 O 3.07 -1.26 1.66  -0.631
14 H 3.96 -1.21 1.32  0.320
15 H 3.09 -2.03 2.18  0.314
16 O -1.49 -0.27 0.15  -0.485
17 H -1.79 -0.91 0.86  0.483
18 H -1.04 -0.84 -0.50  0.358
19 H -1.07 0.80 0.35  0.464

Output
- Charge: +1
- Molecular weight: 109.10 g mol⁻¹
- E_HOMO: -14.1 eV
- Energy above the lowest of the compared OMol25 structures with the same formula, charge and spin: 14.20 kcal/mol
- Orbital gap: 0.4163 Ha

2.
H13O7Y | ωB97M-V/def2-TZVPD

Last column: Mulliken charge in e.
Geometry (Å):
1 Y -0.18 2.34 1.46  1.801
2 O 0.09 0.29 0.65  -0.322
3 H 0.71 -0.47 0.63  0.185
4 O -2.40 -0.85 0.24  -0.588
5 H -1.54 -0.57 0.57  0.348
6 H -2.22 -1.16 -0.65  0.317
7 O 0.30 -1.06 3.16  -0.613
8 H 0.65 -0.92 2.28  0.254
9 H -0.21 -1.86 3.08  0.338
10 O -1.28 0.70 -1.83  -0.645
11 H -1.85 0.54 -2.59  0.326
12 H -0.79 -0.11 -1.72  0.304
13 O 3.19 -1.38 -0.43  -0.657
14 H 3.33 -1.44 0.52  0.321
15 H 4.06 -1.51 -0.80  0.324
16 O -2.08 2.06 0.22  -0.548
17 H -3.04 1.97 0.23  0.355
18 H -1.82 1.66 -0.61  0.497
19 O 1.78 0.92 -1.66  -0.620
20 H 2.40 0.31 -1.26  0.373
21 H 0.92 0.53 -1.49  0.247

Output
- Charge: +2
- Molecular weight: 214.00 g mol⁻¹
- E_HOMO: -17.7 eV
- Energy above the lowest of the compared OMol25 structures with the same formula, charge and spin: 0.00 kcal/mol
- Orbital gap: 0.2490 Ha

3.
H14N4O19Zn2 | ωB97M-V/def2-TZVPD

Last column: Mulliken charge in e.
Geometry (Å):
1 Zn 1.57 -2.31 0.01  0.739
2 Zn 2.14 2.57 -1.20  0.690
3 N 3.89 0.06 0.00  0.706
4 O 3.52 1.14 -0.52  -0.315
5 O 3.18 -0.96 -0.04  -0.416
6 O 5.00 0.04 0.57  -0.467
7 N -0.20 0.33 -0.44  0.600
8 O 0.65 1.28 -0.58  -0.389
9 O -1.34 0.63 -0.64  -0.702
10 O 0.16 -0.78 -0.16  0.069
11 N 2.18 3.31 2.13  0.897
12 O 3.32 2.88 2.30  -0.605
13 O 1.83 3.46 0.95  -0.484
14 O 1.39 3.44 3.05  -0.590
15 N -0.78 -4.34 0.92  1.045
16 O -1.93 -4.53 0.60  -0.595
17 O -0.08 -3.70 0.14  -0.503
18 O -0.36 -4.85 1.91  -0.692
19 O -3.28 2.34 -0.94  -0.672
20 H -2.95 3.13 -0.53  0.281
21 H -2.56 1.71 -0.88  0.675
22 O 0.86 4.00 -1.71  -0.326
23 H 0.52 4.79 -1.28  0.319
24 H 0.93 4.25 -2.63  0.361
25 O -4.81 -0.19 -1.02  -0.603
26 H -5.17 -0.12 -0.14  0.319
27 H -3.99 0.31 -1.00  0.227
28 O -2.35 -2.50 -1.77  -0.649
29 H -2.33 -1.57 -1.57  0.271
30 H -1.88 -2.91 -1.04  0.352
31 O 1.76 -2.19 -2.02  -0.341
32 H 1.39 -1.66 -2.74  0.279
33 H 2.53 -2.60 -2.40  0.309
34 O -2.40 0.18 1.99  -0.647
35 H -2.18 1.06 2.29  0.322
36 H -1.97 0.11 1.14  0.300
37 O 1.33 -2.05 2.05  -0.363
38 H 0.63 -2.38 2.62  0.306
39 H 1.76 -1.37 2.57  0.290

Output
- Charge: 0
- Molecular weight: 504.90 g mol⁻¹
- E_HOMO: -9.2 eV
- Orbital gap: 0.2115 Ha

4.
H14NO10 | ωB97M-V/def2-TZVPD

Last column: Mulliken charge in e.
Geometry (Å):
1 N -16.25 -12.57 -0.08  0.670
2 O -16.37 -12.19 1.13  -0.758
3 O -15.25 -13.32 -0.42  -0.527
4 O -16.47 -11.67 -0.87  -0.815
5 O -17.83 -9.89 -2.36  -0.653
6 H -18.44 -9.50 -1.79  0.301
7 H -17.43 -10.57 -1.82  0.539
8 O -15.78 -11.04 3.53  -0.659
9 H -14.82 -11.14 3.62  0.280
10 H -15.96 -11.43 2.68  0.510
11 O -16.69 -9.34 0.66  -0.656
12 H -16.62 -10.23 0.30  0.437
13 H -17.11 -9.43 1.51  0.305
14 O -13.87 -10.87 -2.82  -0.667
15 H -14.44 -11.61 -3.01  0.455
16 H -14.24 -10.45 -2.04  0.274
17 O -12.70 -14.67 -0.93  -0.623
18 H -13.54 -14.53 -0.48  0.362
19 H -12.21 -13.91 -0.67  0.307
20 O -13.47 -11.31 0.30  -0.606
21 H -14.14 -11.64 -0.28  0.237
22 H -13.41 -12.04 0.91  0.328
23 O -15.94 -12.53 -3.65  -0.702
24 H -16.24 -12.09 -4.47  0.319
25 H -16.43 -12.11 -2.94  0.342

Output
- Charge: -1
- Molecular weight: 188.11 g mol⁻¹
- E_HOMO: -6.9 eV
- Energy above the lowest of the compared OMol25 structures with the same formula, charge and spin: 41.42 kcal/mol
- Orbital gap: 0.3520 Ha

5.
H14NO5 | ωB97M-V/def2-TZVPD

Last column: Löwdin spin population.
Geometry (Å):
1 N 0.26 -0.71 -0.63  0.131
2 H -0.03 -0.85 -1.62  0.012
3 H 0.81 -1.51 -0.37  0.048
4 H -0.40 -0.37 0.04  0.076
5 H 1.06 -0.03 -0.63  0.023
6 H 3.28 1.42 0.55  0.021
7 H 1.80 1.47 0.88  0.020
8 O 2.40 0.91 0.45  0.073
9 H 2.19 2.87 2.88  0.017
10 H 0.83 3.67 2.76  0.011
11 O 1.27 2.81 2.51  0.071
12 H -3.92 -1.61 -1.73  0.025
13 H -2.93 -0.83 -0.69  0.077
14 O -2.95 -1.39 -1.53  0.130
15 H -0.67 -2.00 2.29  0.028
16 H -0.10 -0.74 2.74  0.028
17 O -0.39 -1.20 1.99  0.109
18 H -0.49 -0.22 -3.82  0.013
19 H -1.41 -1.07 -3.03  0.017
20 O -0.60 -0.62 -3.02  0.072

Output
- Charge: 0
- Molecular weight: 108.11 g mol⁻¹
- E_HOMO (spin up / spin down): -2.4 / -11.2 eV
- Energy above the lowest of the compared OMol25 structures with the same formula, charge and spin: 26.66 kcal/mol
- Orbital gap (spin up / spin down): 0.1067 / 0.4273 Ha
- Spin multiplicity: 2

6.
H14O6S | ωB97M-V/def2-TZVPD

Last column: Mulliken charge in e.
Geometry (Å):
1 O -2.41 -1.86 -0.21  -0.625
2 H -2.75 -1.92 0.69  0.322
3 H -1.51 -2.19 -0.10  0.302
4 O -0.84 1.05 -1.54  -0.571
5 H -1.29 1.24 -2.37  0.274
6 H -1.29 1.69 -0.96  0.306
7 O 1.85 0.86 -0.42  -0.603
8 H 0.99 1.10 -0.08  0.342
9 H 1.73 -0.02 -0.81  0.257
10 O 1.39 3.72 1.77  -0.634
11 H 1.84 2.92 2.06  0.306
12 H 2.02 4.15 1.19  0.313
13 O 1.03 -2.49 1.38  -0.617
14 H 1.98 -2.65 1.39  0.321
15 H 0.96 -1.97 0.58  0.295
16 O 0.48 5.04 -0.94  -0.590
17 H 0.66 5.73 -1.61  0.303
18 H -0.48 5.05 -0.89  0.297
19 S -1.97 -6.81 0.37  -0.272
20 H -1.70 -5.55 -0.02  0.133
21 H -0.67 -7.09 0.51  0.141

Output
- Charge: 0
- Molecular weight: 142.17 g mol⁻¹
- E_HOMO: -9.7 eV
- SMILES: O.O.O.O.O.O.S
- Energy above the lowest of the compared OMol25 structures with the same formula, charge and spin: 37.33 kcal/mol
- Orbital gap: 0.3666 Ha

7.
H14O7 | ωB97M-V/def2-TZVPD

Last column: Löwdin spin population.
Geometry (Å):
1 O 1.11 -3.61 2.11  0.075
2 H 0.51 -2.89 2.26  0.021
3 H 1.18 -4.05 2.96  0.014
4 O -0.83 -1.32 2.61  0.250
5 H -1.13 -0.47 2.94  0.098
6 H -1.55 -1.92 2.80  0.090
7 O -3.07 2.18 -1.01  0.062
8 H -2.12 2.34 -1.00  0.007
9 H -3.15 1.24 -1.16  0.021
10 O 0.30 -0.46 0.03  0.112
11 H -0.50 0.07 0.00  0.038
12 H 0.13 -1.11 0.70  0.022
13 O -0.44 2.55 -1.30  0.050
14 H -0.18 3.03 -2.09  0.014
15 H 0.28 2.68 -0.68  0.021
16 O 0.58 -0.05 -3.08  0.031
17 H 0.02 -0.17 -2.31  0.012
18 H 0.72 -0.93 -3.41  0.004
19 O 2.97 0.69 0.02  0.040
20 H 2.07 0.55 -0.27  0.009
21 H 3.12 1.63 -0.11  0.007

Output
- Charge: -1
- Molecular weight: 126.10 g mol⁻¹
- E_HOMO (spin up / spin down): 0.3 / -8.0 eV
- Energy above the lowest of the compared OMol25 structures with the same formula, charge and spin: 12.11 kcal/mol
- Orbital gap (spin up / spin down): 0.0973 / 0.3978 Ha
- Spin multiplicity: 2

8.
H14O7 | ωB97M-V/def2-TZVPD

Last column: Mulliken charge in e.
Geometry (Å):
1 O -0.10 0.17 1.21  -0.594
2 H -0.95 0.62 1.38  0.288
3 H 0.36 0.91 0.92  0.294
4 O -1.96 -1.48 -1.10  -0.624
5 H -2.92 -1.53 -1.14  0.324
6 H -1.88 -0.85 -0.31  0.316
7 O -4.81 -1.05 0.39  -0.603
8 H -5.14 -1.55 1.23  0.346
9 H -3.93 -1.40 0.42  0.237
10 O 3.00 -2.09 0.85  -0.555
11 H 3.38 -2.06 1.76  0.298
12 H 3.36 -2.88 0.57  0.266
13 O 0.15 -1.01 -0.93  -0.550
14 H 0.97 -0.56 -1.09  0.236
15 H -0.07 -1.30 -1.79  0.312
16 O -0.78 4.85 0.05  -0.626
17 H 0.15 4.81 -0.26  0.326
18 H -1.17 5.62 -0.24  0.301
19 O 4.28 0.45 -0.53  -0.584
20 H 4.98 0.23 0.05  0.300
21 H 4.56 1.22 -1.01  0.292

Output
- Charge: 0
- Molecular weight: 126.10 g mol⁻¹
- E_HOMO: -10.0 eV
- SMILES: O.O.O.O.O.O.O
- Energy above the lowest of the compared OMol25 structures with the same formula, charge and spin: 86.61 kcal/mol
- Orbital gap: 0.3853 Ha

9.
H14O7 | ωB97M-V/def2-TZVPD

Last column: Mulliken charge in e.
Geometry (Å):
1 O -1.59 1.76 0.94  -0.692
2 H -2.44 1.35 0.93  0.303
3 H -1.14 1.53 0.12  0.366
4 O -0.31 -2.06 0.11  -0.757
5 H -1.21 -1.75 0.02  0.375
6 H 0.18 -1.46 0.62  0.435
7 O 2.49 -0.89 -0.13  -0.663
8 H 2.52 -0.69 0.86  0.341
9 H 3.36 -1.30 -0.15  0.288
10 O -2.86 -0.59 -0.22  -0.616
11 H -3.56 -1.08 -0.61  0.284
12 H -2.29 -0.56 -1.00  0.360
13 O 0.75 -0.03 1.84  -0.728
14 H -0.21 0.31 1.86  0.348
15 H 1.24 0.80 1.62  0.320
16 O 1.56 1.55 -0.82  -0.640
17 H 2.17 0.85 -0.47  0.397
18 H 2.02 2.10 -1.39  0.256
19 O -0.59 0.20 -1.52  -0.782
20 H 0.21 0.68 -1.39  0.373
21 H -0.32 -0.70 -1.21  0.433

Output
- Charge: 0
- Molecular weight: 126.10 g mol⁻¹
- E_HOMO: -10.9 eV
- SMILES: O.O.O.O.O.O.O
- Energy above the lowest of the compared OMol25 structures with the same formula, charge and spin: 32.35 kcal/mol
- Orbital gap: 0.4074 Ha

10.
H14O7 | ωB97M-V/def2-TZVPD

Last column: Mulliken charge in e.
Geometry (Å):
1 O -28.94 -5.77 -12.55  -0.637
2 H -29.50 -5.41 -11.87  0.375
3 H -28.15 -5.32 -12.79  0.298
4 O -30.68 -5.22 -6.63  -0.719
5 H -30.01 -5.27 -5.95  0.322
6 H -30.51 -4.52 -7.26  0.406
7 O -27.44 -3.23 -10.42  -0.625
8 H -26.56 -3.16 -10.82  0.289
9 H -28.06 -2.98 -11.10  0.367
10 O -29.89 -6.12 -8.99  -0.668
11 H -28.95 -6.09 -9.11  0.302
12 H -30.14 -6.08 -8.06  0.369
13 O -29.02 -2.25 -12.35  -0.675
14 H -29.32 -1.36 -12.09  0.319
15 H -29.81 -2.76 -12.28  0.325
16 O -30.72 -4.09 -11.12  -0.616
17 H -30.61 -4.50 -10.24  0.316
18 H -31.39 -4.64 -11.53  0.296
19 O -29.65 -2.87 -8.16  -0.633
20 H -28.78 -3.17 -8.37  0.323
21 H -30.03 -2.51 -8.96  0.268

Output
- Charge: 0
- Molecular weight: 126.10 g mol⁻¹
- E_HOMO: -11.0 eV
- SMILES: O.O.O.O.O.O.O
- Energy above the lowest of the compared OMol25 structures with the same formula, charge and spin: 27.80 kcal/mol
- Orbital gap: 0.4144 Ha